Formula: C6H6O
Source: the Open Molecules 2025 dataset
Level of theory: ωB97M-V with the def2-TZVPD basis set

Geometry (Å):
1 O 2.404 0.071 -0.612
2 C -1.056 1.000 -0.622
3 C 0.128 0.528 -1.185
4 C -1.415 0.409 0.556
5 C 1.010 -0.099 -0.341
6 C 0.565 -1.068 0.547
7 C -0.821 -0.867 0.945
8 H 1.189 -1.917 0.687
9 H 2.646 -0.126 0.344
10 H -2.245 0.834 1.069
11 H -1.765 1.677 -1.173
12 H 0.689 1.058 -1.911
13 H -1.327 -1.502 1.696

Calculated values
ΔE to the lowest compared entry with this formula, charge and spin: 40.3 kcal/mol
Structure (SMILES): Oc1ccccc1

---

Formula: C5H14
Source: the Open Molecules 2025 dataset
Level of theory: ωB97M-V with the def2-TZVPD basis set

Geometry (Å):
1 C 1.703 -0.150 0.620
2 C -1.638 0.956 0.329
3 C 1.764 -1.679 -1.404
4 C 1.161 -1.329 -0.075
5 C -2.797 1.935 0.501
6 H 2.041 -0.745 -2.032
7 H -3.557 1.389 -0.031
8 H 1.977 0.713 -0.040
9 H 1.171 -2.355 -2.052
10 H 1.121 -2.168 0.650
11 H -1.423 0.255 1.262
12 H -1.844 0.310 -0.517
13 H 1.066 0.396 1.356
14 H 0.116 -1.059 -0.368
15 H -3.015 1.910 1.578
16 H 2.669 -0.473 1.190
17 H -0.608 1.342 0.305
18 H -2.606 2.972 0.031
19 H 2.699 -2.219 -1.303

Calculated values
ΔE to the lowest compared entry with this formula, charge and spin: 26.4 kcal/mol
Structure (SMILES): CCC.CC

---

Formula: C2H8O2Si
Source: the Open Molecules 2025 dataset
Level of theory: ωB97M-V with the def2-TZVPD basis set

Geometry (Å):
1 Si 2.656 -2.736 0.048
2 O 3.261 -4.136 -0.064
3 O -0.347 -0.314 -1.561
4 C -1.888 1.644 -1.181
5 C -1.333 0.329 -0.736
6 H 2.237 -1.925 -1.079
7 H -2.970 1.801 -1.116
8 H -0.861 0.461 0.329
9 H -1.553 1.952 -2.123
10 H 1.955 -1.974 1.168
11 H -2.212 -0.402 -0.709
12 H 0.161 0.371 -2.168
13 H -1.414 2.464 -0.558

Calculated values
ΔE to the lowest compared entry with this formula, charge and spin: 118.3 kcal/mol
Structure (SMILES): O=[SiH2].CCO

---

Formula: HI3P2
Source: the Open Molecules 2025 dataset
Level of theory: ωB97M-V with the def2-TZVPD basis set

Geometry (Å):
1 I 0.492 -2.824 0.191
2 I 4.269 -1.052 -0.095
3 I 2.485 2.396 0.120
4 P 2.151 -0.059 0.564
5 P 0.630 -0.712 -1.011
6 H -0.444 0.130 -0.672

Calculated values
ΔE to the lowest compared entry with this formula, charge and spin: 10.0 kcal/mol

---

Formula: C28H53F13O9S5
Source: the Open Molecules 2025 dataset
Level of theory: ωB97M-V with the def2-TZVPD basis set

Geometry (Å):
1 S 5.134 2.437 -1.179
2 S -5.304 -10.953 1.419
3 S 1.430 -3.384 -5.317
4 S -5.642 -6.524 5.177
5 S 1.463 4.996 -4.896
6 F -3.886 -2.781 1.551
7 F -0.901 2.418 -2.858
8 F -2.204 -4.093 2.665
9 F -0.218 -3.669 0.773
10 F 0.641 -1.203 -0.585
11 F -3.027 -4.790 0.429
12 F -3.014 -2.149 -1.189
13 F -2.113 0.585 -0.169
14 F -0.208 -1.437 -2.818
15 F -2.343 0.377 -2.534
16 F -1.265 -1.588 1.621
17 F 1.054 1.225 -2.189
18 F -1.129 -3.564 -1.659
19 O 4.551 3.352 -0.143
20 O -2.408 2.546 5.126
21 O -6.048 -7.189 6.458
22 O 2.722 2.424 2.284
23 O -0.411 4.192 2.362
24 O -3.625 3.081 3.108
25 O -4.942 -10.442 2.782
26 O 2.893 4.937 -4.449
27 O 1.608 -2.536 -6.540
28 C -3.841 -11.773 0.739
29 C -0.597 -1.122 -1.393
30 C 0.545 1.998 0.876
31 C 1.435 5.774 -6.529
32 C -4.113 -5.612 5.498
33 C 1.691 3.060 1.449
34 C -0.310 -3.877 -5.245
35 C 5.756 3.470 -2.528
36 C 2.080 -5.030 -5.697
37 C -1.407 -2.740 0.701
38 C 3.194 7.150 2.521
39 C 6.757 1.903 -0.582
40 C 3.002 6.023 1.308
41 C -0.303 1.610 -1.730
42 C -2.686 3.469 4.174
43 C -1.939 4.924 4.334
44 C -5.278 -9.543 0.285
45 C -1.578 -2.349 -0.883
46 C -4.893 -7.789 4.121
47 C 1.023 4.422 2.124
48 C 1.369 5.703 1.156
49 C -2.677 -3.645 1.302
50 C -1.070 5.352 2.982
51 C 3.664 6.509 -0.128
52 C -0.223 2.629 -0.446
53 C 2.173 1.871 3.532
54 C -1.313 0.352 -1.428
55 C 1.001 3.341 -5.464
56 H 3.613 5.079 1.666
57 H 6.611 1.268 0.295
58 H 2.535 0.734 3.574
59 H 2.185 7.628 2.874
60 H 7.358 2.772 -0.304
61 H -4.108 -8.315 4.668
62 H 3.927 8.000 2.185
63 H -0.456 -4.593 -4.433
64 H -1.285 3.006 -0.063
65 H -0.614 -4.321 -6.197
66 H 0.386 3.607 -0.730
67 H 6.417 4.246 -2.133
68 H 7.263 1.331 -1.363
69 H -5.670 -8.499 3.828
70 H 0.826 6.700 1.442
71 H 4.904 3.942 -3.024
72 H 1.632 -5.405 -6.621
73 H -1.844 5.796 2.191
74 H 6.294 2.849 -3.248
75 H 1.734 6.820 -6.419
76 H -2.977 -11.106 0.797
77 H 3.162 -4.953 -5.823
78 H 2.935 7.143 -0.794
79 H 3.681 6.594 3.443
80 H 3.937 5.526 -0.740
81 H -4.030 -12.053 -0.300
82 H -3.721 -5.210 4.561
83 H -3.374 -6.270 5.962
84 H 0.992 2.670 -4.603
85 H -4.478 -7.318 3.227
86 H -4.328 -9.010 0.371
87 H 4.626 7.163 0.071
88 H 2.136 5.268 -7.198
89 H 1.008 1.912 3.626
90 H 1.590 4.577 3.157
91 H 0.424 5.730 -6.940
92 H -0.196 1.638 1.722
93 H -4.338 -4.786 6.178
94 H 1.179 5.504 0.003
95 H -5.422 -9.893 -0.740
96 H 1.163 1.069 0.473
97 H 2.723 2.389 4.456
98 H -3.645 -12.672 1.326
99 H -0.914 -2.986 -5.054
100 H 2.255 3.450 0.471
101 H -0.301 6.185 3.350
102 H -1.126 4.814 5.199
103 H -2.726 5.772 4.554
104 H -3.709 2.077 3.198
105 H 0.004 3.373 -5.909
106 H 1.727 2.981 -6.197
107 H -6.095 -8.868 0.553
108 H 1.859 -5.709 -4.870

---

Formula: B2CdF20P2
Source: the Open Molecules 2025 dataset
Level of theory: ωB97M-V with the def2-TZVPD basis set

Geometry (Å):
1 Cd 0.423 0.647 -0.468
2 P -2.654 0.578 -0.286
3 P 0.455 -1.878 2.157
4 F -1.377 1.612 -0.154
5 F 0.851 2.541 0.652
6 F 3.075 3.232 0.560
7 F -3.615 1.834 -0.048
8 F 0.089 -1.764 -2.942
9 F 1.839 -0.483 -3.609
10 F 1.439 -0.800 -1.383
11 F -3.853 -0.452 -0.344
12 F 1.899 2.400 -1.316
13 F 0.305 -1.079 3.541
14 F -1.117 -2.239 2.106
15 F 0.719 -3.260 2.980
16 F -0.003 0.494 -2.513
17 F 0.671 -2.622 0.757
18 F -2.662 0.762 -1.901
19 F 0.225 -0.468 1.311
20 F 2.069 -1.537 2.241
21 F -2.572 0.329 1.324
22 F 2.382 1.050 0.450
23 F -1.523 -0.636 -0.546
24 B 2.105 2.376 0.076
25 B 0.830 -0.636 -2.646

Calculated values
Total charge: -2
ΔE to the lowest compared entry with this formula, charge and spin: 33.8 kcal/mol

---

Number 1: HOMO -8.6 eV, energy -8364.7575 eV. Number 2: HOMO -10.8 eV, energy -5410.9064 eV. Number 3: HOMO -10.4 eV, energy -14174.3380 eV. Number 4: HOMO -8.8 eV, energy -42896.7237 eV. Number 5: HOMO -8.5 eV, energy -137809.4785 eV. Number 6: HOMO -6.5 eV, energy -78872.6007 eV.